Computed, not measured: 5 unconnected molecules or ions with the total composition C2H14O4S, with ωB97M-V/def2-TZVPD.

## Properties
Relative energy (zero: lowest compared OMol25 entry of this formula, charge and spin): 34.4 kcal per mole

Last column: Mulliken charge in e.
Geometry (Å):
C -1.88572 4.66453 -2.64865  -0.948
C -1.62727 3.21747 -2.36594  -0.372
S 0.15137 2.77611 -2.38590  -0.224
H -2.28604 5.16897 -1.77022  0.229
H -2.46866 4.97488 -3.53178  0.329
H -1.05031 5.29503 -3.02289  0.289
H -1.98101 2.99377 -1.36337  0.285
H -2.32599 2.62043 -2.96950  0.311
H 0.44999 3.44049 -3.49841  0.101
O 2.08039 -4.77645 1.17290  -0.644
H 1.97117 -4.39637 0.30215  0.341
H 2.82158 -5.35610 0.98674  0.300
O 3.08488 -2.49871 2.30451  -0.684
H 2.86617 -3.37022 1.90235  0.395
H 2.30273 -1.94528 2.17862  0.299
O -0.01170 -3.10384 1.46026  -0.607
H -0.63305 -3.13382 0.72141  0.299
H -0.45251 -3.31506 2.27331  0.298
O -2.23127 -1.25005 3.55869  -0.629
H -2.70687 -0.83720 4.28199  0.308
H -1.35241 -0.86419 3.53917  0.325

Computed, not measured: 6 unconnected molecules or ions with the total composition C2H14O5, with ωB97M-V/def2-TZVPD.

## Properties
Relative energy (zero: lowest compared OMol25 entry of this formula, charge and spin): 19.2 kcal per mole

Last column: Mulliken charge in e.
Geometry (Å):
C -1.00229 -3.55182 -1.44277  -0.502
C -0.38331 -3.40103 -0.27947  -0.354
H -1.14655 -2.79266 -2.19616  0.249
H -1.35149 -4.54951 -1.70243  0.212
H -0.00419 -2.41667 -0.03012  0.165
H -0.19036 -4.27624 0.32847  0.238
O -0.24780 0.74772 -2.82667  -0.634
H 0.54710 1.08521 -2.40520  0.307
H 0.07643 0.14560 -3.50223  0.300
O 1.58686 0.89190 -0.43410  -0.674
H 2.45559 0.53099 -0.22702  0.287
H 1.03145 0.50989 0.28088  0.424
O -0.04534 -0.16254 1.65313  -0.667
H -0.90905 -0.58294 1.64160  0.305
H -0.10713 0.54649 2.31196  0.332
O -0.14498 2.43102 3.12156  -0.674
H -0.82289 3.05392 3.39360  0.296
H 0.09405 2.62827 2.20423  0.409
O 0.22238 3.10386 0.42897  -0.690
H 0.82083 2.62290 -0.17357  0.371
H -0.47931 3.43565 -0.14468  0.301

Computed, not measured: 5 unconnected molecules or ions with the total composition C2H14O5, with ωB97M-V/def2-TZVPD.

## Properties
Relative energy (zero: lowest compared OMol25 entry of this formula, charge and spin): 26.0 kcal per mole

Last column: Mulliken charge in e.
Geometry (Å):
C -2.25334 -3.18699 -0.67751  -0.998
C -0.97681 -2.47491 -1.19039  0.312
O -1.22500 -1.69549 -2.36643  -0.559
H -2.73454 -2.64123 0.12760  0.313
H -1.94924 -4.19025 -0.37573  0.324
H -2.94982 -3.26533 -1.51893  0.284
H -0.63941 -1.76553 -0.43785  -0.324
H -0.19165 -3.20220 -1.40057  0.354
H -1.79087 -0.99089 -2.02585  0.309
O 0.00631 -0.20322 1.85079  -0.628
H 0.02637 -1.11708 1.53237  0.308
H 0.73537 -0.24152 2.48463  0.325
O 2.24889 6.02421 2.28749  -0.642
H 3.03650 6.17549 1.75130  0.321
H 2.32752 6.64549 3.01773  0.321
O -1.20371 0.64881 -0.68729  -0.645
H -0.89239 0.91833 -1.55853  0.342
H -0.42078 0.69353 -0.12406  0.282
O 3.05644 0.92562 -0.20880  -0.631
H 2.28774 1.31452 0.21561  0.316
H 3.50244 1.62862 -0.69557  0.316

Computed, not measured: 6 unconnected molecules or ions with the total composition C2H14O6, with ωB97M-V/def2-TZVPD.

## Properties
Relative energy (zero: lowest compared OMol25 entry of this formula, charge and spin): 9.1 kcal per mole

Last column: Mulliken charge in e.
Geometry (Å):
C 0.99616 2.42337 0.96170  -0.689
C -0.45224 2.66376 0.86381  0.097
O -1.22013 1.78062 0.57588  -0.437
H 1.35924 2.56359 -0.06556  0.204
H 1.17824 1.39357 1.28362  0.170
H 1.58845 3.01822 1.64893  0.332
H -0.79821 3.72070 0.99886  0.323
O 0.67950 -0.51375 2.42098  -0.681
H -0.07187 -0.44462 1.80520  0.330
H 1.06392 -1.34879 2.09262  0.350
O -0.22993 -2.35796 -1.99539  -0.652
H -1.05534 -2.83748 -1.88049  0.307
H -0.12300 -1.43843 -1.81714  0.347
O 1.43778 -3.35730 0.56059  -0.670
H 1.28076 -2.93829 -0.32120  0.355
H 0.50383 -3.40032 0.78638  0.306
O 0.26842 0.72903 -2.60268  -0.632
H 0.78532 0.44854 -3.40028  0.308
H -0.52667 1.03210 -3.03090  0.322
O -2.10699 -0.76781 0.41341  -0.606
H -1.88341 -0.12659 -0.26651  0.322
H -2.67385 -0.24218 0.96815  0.293

Computed, not measured: 4 unconnected molecules or ions with the total composition C2H15N2O3, with ωB97M-V/def2-TZVPD.

## Properties
Relative energy (zero: lowest compared OMol25 entry of this formula, charge and spin): 12.6 kcal per mole
Total charge: +1

Last column: Mulliken charge in e.
Geometry (Å):
C -0.19262 -3.19001 -0.56562  -0.408
N 1.17430 -3.33915 -0.16688  -0.534
C -0.91775 -2.33602 0.63108  -0.751
N -0.00176 -1.52205 1.43421  -0.202
H -0.94175 -3.97831 -0.62631  0.338
H -0.32987 -2.50896 -1.41735  0.317
H 1.44115 -4.26184 0.14931  0.190
H 1.81890 -2.89533 -0.79892  0.227
H -1.30833 -3.15046 1.20998  0.387
H -1.82949 -1.77412 0.38447  0.409
H -0.29359 -1.55920 2.40866  0.365
H 0.92856 -1.97638 1.42497  0.397
H 0.06559 -0.53606 1.10625  0.303
H 0.93631 3.76259 -0.61759  0.311
H -0.58902 3.73692 -0.77259  0.320
O 0.16627 3.22277 -0.51100  -0.706
H -0.40656 5.31137 -3.11454  0.318
H -0.69140 6.59503 -2.45232  0.317
O -0.24696 5.75965 -2.28583  -0.621
H 0.34001 1.91721 0.85302  0.370
H 0.55323 1.57576 2.27805  0.299
O 0.32479 1.14661 1.44894  -0.645

Computed, not measured: 5 unconnected molecules or ions with the total composition C2H15NO4, with ωB97M-V/def2-TZVPD.

## Properties
Relative energy (zero: lowest compared OMol25 entry of this formula, charge and spin): 65.2 kcal per mole
2S+1: 2
Total charge: +1
⟨S²⟩: 0.754

Last column: Mulliken charge in e.
Geometry (Å):
C 1.97747 2.28579 0.96272  -0.728
N 0.69996 1.82929 1.47350  -0.053
C -0.32299 2.87085 1.07007  -0.898
H 2.51476 3.14721 1.56031  0.305
H 1.76614 2.78129 -0.01425  0.346
H 2.67679 1.41240 0.88994  0.374
H 0.35437 1.00929 1.00835  0.439
H -1.30832 2.41337 1.22366  0.336
H -0.23340 3.65351 1.80764  0.403
H -0.26714 3.14308 0.03350  0.419
H -0.35277 -0.02591 2.82981  0.345
H -1.01234 0.54342 1.76969  0.275
O -0.70299 -0.34974 1.97740  -0.632
H -0.93969 -0.77743 -0.01404  0.360
H -2.28258 -1.12542 -0.82185  0.351
O -1.25782 -1.12872 -0.90500  -0.709
H -1.08076 -2.18445 -3.72856  0.318
H -0.84708 -1.18329 -2.49472  0.394
O -0.81818 -1.25045 -3.48880  -0.663
H 0.18986 -2.92867 -0.30055  0.329
H 1.04978 -3.22490 -1.57793  0.332
O 0.89277 -3.55554 -0.65577  -0.645

Computed, not measured: 6 unconnected molecules or ions with the total composition C2H15NO5, with ωB97M-V/def2-TZVPD.

## Properties
Relative energy (zero: lowest compared OMol25 entry of this formula, charge and spin): 70.0 kcal per mole

Last column: Mulliken charge in e.
Geometry (Å):
C -1.00349 3.52966 2.54159  -0.869
C -1.27910 2.18210 2.76135  0.201
N -2.43442 1.55966 2.26094  -0.468
H -1.53480 4.03755 1.76537  0.205
H -0.35620 4.17689 3.06075  0.279
H -0.54470 1.73288 3.47868  0.294
H -3.03497 1.99274 1.62250  0.169
H -2.61038 0.52912 2.38069  0.204
O 3.40030 1.08442 -3.39296  -0.665
H 4.36690 0.71775 -3.61413  0.334
H 3.55424 1.99015 -2.97422  0.333
O 2.35573 1.72744 1.76556  -0.608
H 1.62752 1.56076 2.25492  0.301
H 2.31307 1.21242 0.93823  0.307
O -0.16739 -2.09371 -1.74322  -0.605
H 0.09420 -1.69048 -0.85795  0.376
H -0.39356 -2.96170 -1.55588  0.311
O -2.24308 -5.80917 -3.00437  -0.636
H -1.34453 -6.13216 -3.23169  0.327
H -2.85250 -5.87048 -3.71371  0.312
O 0.39735 -0.55237 0.44471  -0.725
H 0.98519 -1.14005 0.69479  0.302
H 0.52377 -0.19646 -0.45029  0.322

Computed, not measured: 5 unconnected molecules or ions with the total composition C2H15NO5, with ωB97M-V/def2-TZVPD.

## Properties
Relative energy (zero: lowest compared OMol25 entry of this formula, charge and spin): 37.9 kcal per mole

Last column: Mulliken charge in e.
Geometry (Å):
C 0.66464 2.00758 0.10965  -0.901
N 0.13702 0.62502 -0.00597  -0.026
C -0.03335 -0.03206 1.28840  -0.442
O 1.10271 -0.76361 1.70148  -0.610
H 0.86010 2.33113 1.12723  0.325
H -0.23923 2.63914 -0.09607  0.281
H 1.44653 2.11495 -0.62638  0.314
H 0.54716 0.07158 -0.74333  0.145
H -0.09147 0.67743 2.12802  0.388
H -0.86186 -0.77271 1.21427  0.304
H 1.35174 -1.51971 1.16327  0.277
O -2.89820 2.04496 0.81236  -0.661
H -3.50955 1.45020 0.36061  0.332
H -2.08137 1.62021 0.55252  0.290
O -3.12084 -0.40231 -1.64080  -0.659
H -2.84882 -0.46215 -2.58020  0.300
H -2.32192 -0.12005 -1.18838  0.341
O 3.36678 -2.15780 0.35613  -0.652
H 3.55177 -1.57680 1.11504  0.354
H 2.73107 -1.50161 0.03228  0.312
O 0.93365 -1.95351 -1.40613  -0.563
H 0.38062 -2.73918 -1.39702  0.274
H 0.93283 -1.58071 -2.27699  0.278

Computed, not measured: 6 unconnected molecules or ions with the total composition C2H15O6, with ωB97M-V/def2-TZVPD.

## Properties
Relative energy (zero: lowest compared OMol25 entry of this formula, charge and spin): 5.7 kcal per mole
2S+1: 2
⟨S²⟩: 0.755

Last column: Mulliken charge in e.
Geometry (Å):
C 1.44090 -0.81898 1.41764  -0.193
O 0.83334 -1.64388 0.53296  -0.241
C 2.12463 0.33214 0.59340  -0.743
H 2.24242 -1.38058 1.90668  0.340
H 0.81954 -0.36443 2.19554  0.362
H 2.88546 -0.02426 -0.09400  0.315
H 2.41196 1.08446 1.31418  0.355
H 1.39080 0.79817 -0.08048  0.222
H -0.16528 -1.23481 0.33210  0.467
H -2.02967 -1.01993 0.02284  0.238
O -1.24347 -0.47523 -0.09632  -1.262
H -2.31224 0.94426 -0.04689  0.418
H -2.25071 2.16746 -0.94783  0.298
O -2.78683 1.77144 -0.25757  -0.655
H 0.54748 0.75736 -2.97212  0.412
H -0.23019 1.71509 -2.06238  0.229
O 0.44631 1.70505 -2.75531  -0.666
H 0.69745 -1.57423 -1.94597  0.277
H -0.61093 -0.74571 -1.61494  0.487
O 0.03810 -0.98998 -2.32693  -0.697
H -1.18218 0.01707 1.58435  0.417
H -1.74774 -0.92709 2.74914  0.291
O -1.31913 -0.09340 2.55191  -0.671

Computed, not measured: a molecular structure, C2H16HfO13, with ωB97M-V/def2-TZVPD.

## Properties
Relative energy (zero: lowest compared OMol25 entry of this formula, charge and spin): 12.1 kcal per mole
Total charge: +2

Last column: Mulliken charge in e.
Geometry (Å):
Hf -0.12477 -1.26266 0.96034  1.386
C -0.54297 -0.92363 3.39238  0.994
O -1.38480 -0.91420 2.51076  -0.516
O -0.72989 -0.50447 4.64636  -0.392
O 0.52162 -1.25664 2.86924  -0.545
H -1.61543 -0.18112 4.79132  0.367
C -0.58104 1.10376 0.27974  1.138
O -1.20513 0.12907 -0.10480  -0.573
O -0.55743 2.22213 -0.38018  -0.353
O 0.25037 0.76197 1.10425  -0.357
H -1.31703 2.27605 -0.93628  0.319
O 1.94616 -1.01634 0.66026  -0.452
H 2.79542 -1.25076 1.00397  0.334
H 2.30283 -0.41413 -0.00255  0.281
O -2.30266 -1.71443 -2.19974  -0.641
H -2.93003 -2.42031 -2.48360  0.291
H -2.07378 -1.24049 -3.00506  0.287
O 0.24380 -1.92166 -1.05097  -0.398
H 0.50468 -2.81321 -1.33283  0.314
H -0.42132 -1.69969 -1.60678  0.201
O 0.17427 0.42698 -2.50201  -0.475
H 0.38890 0.67930 -3.42905  0.316
H 0.30868 1.31228 -2.15585  0.289
O -1.92470 -2.36395 0.44468  -0.387
H -2.33156 -2.52411 -0.41079  0.254
H -2.40097 -3.03528 0.97270  0.364
O 2.69573 3.16624 1.18809  -0.589
H 3.56994 2.86409 1.24053  0.307
H 2.20042 2.34176 1.41331  0.276
O 1.37364 3.00395 -2.06973  -0.623
H 1.20311 3.51745 -1.30108  0.277
H 1.96393 3.65207 -2.50662  0.307